Formula: C27H75BIN2O13
Source: the Open Molecules 2025 dataset
Level of theory: the ωB97M-V functional and the def2-TZVPD basis

```
119
Properties=species:S:1:pos:R:3:forces:R:3
C 1.863 0.650 5.072 1.100 0.595 0.427
C 2.621 0.093 3.822 -1.209 0.119 0.135
I 2.814 1.804 2.437 0.372 -0.241 0.225
C 1.846 -1.032 3.009 1.213 -1.080 0.203
N 0.736 -1.654 3.724 -0.124 1.617 -0.441
C -0.400 -2.050 2.859 -0.714 -1.226 0.055
B -1.767 -1.706 3.672 0.501 -0.828 -1.212
O -2.085 -2.582 4.746 0.168 1.447 -0.142
N -2.598 -0.584 3.255 0.820 0.448 2.441
C -1.809 0.567 2.756 0.724 -0.349 -1.572
C -3.610 -0.193 4.269 -0.872 0.662 -0.590
C -0.371 -3.604 2.547 0.470 -1.386 -0.363
O -0.983 -3.985 1.515 -0.726 0.926 -0.375
O 0.266 -4.407 3.275 0.116 1.482 0.452
H 1.252 1.545 4.817 0.124 -0.927 0.216
H 1.284 -0.109 5.633 0.209 0.316 -0.703
H 2.645 1.033 5.779 -0.610 -0.172 -0.523
H 3.661 -0.186 4.081 -0.708 0.125 -0.307
H 2.606 -1.837 2.793 -0.346 0.731 -0.030
H 1.556 -0.638 2.013 -0.219 -0.299 0.870
H 1.033 -2.410 4.337 -0.210 -0.248 -0.630
H -0.388 -1.564 1.855 0.317 -0.148 0.868
H -1.814 -2.103 5.548 -0.312 -0.498 -0.104
H -2.345 1.537 2.799 0.179 -0.703 0.244
H -0.791 0.645 3.218 -0.894 0.150 -0.059
H -1.611 0.372 1.672 -0.092 0.368 0.771
H -3.379 -0.515 5.306 -0.275 -0.073 -0.692
H -4.599 -0.573 3.913 0.617 0.072 0.748
H -3.725 0.920 4.311 0.218 -0.820 -0.129
C 0.252 -6.368 -0.724 -0.006 0.045 -0.008
C 0.934 -5.946 -2.011 -0.348 0.144 0.333
O -0.009 -5.359 -2.904 0.068 0.080 -0.334
H -0.547 -7.084 -0.934 0.082 -0.045 -0.061
H 0.965 -6.827 -0.036 -0.058 0.057 0.071
H -0.210 -5.510 -0.227 0.147 -0.026 0.176
H 1.376 -6.808 -2.515 -0.047 0.100 -0.171
H 1.729 -5.220 -1.808 0.118 -0.122 0.074
H -0.391 -4.590 -2.458 -0.109 -0.144 0.034
C -0.291 -1.908 -4.424 -0.106 -0.126 -0.193
C -0.242 -0.475 -3.942 0.344 -0.365 0.222
O -0.044 -0.456 -2.535 -0.164 0.425 0.051
H -1.099 -2.445 -3.923 0.003 0.056 -0.012
H -0.446 -1.962 -5.504 0.043 -0.040 0.009
H 0.640 -2.424 -4.176 0.000 -0.001 -0.098
H -1.181 0.037 -4.163 0.027 0.063 0.167
H 0.574 0.081 -4.421 -0.103 0.028 -0.203
H 0.791 -0.902 -2.353 -0.137 0.005 0.102
C -2.408 -9.451 -2.347 -0.115 -0.003 0.053
C -1.207 -10.192 -1.793 0.022 0.293 -0.377
O -0.655 -11.056 -2.786 0.076 -0.255 0.069
H -3.173 -10.155 -2.680 0.027 -0.007 0.065
H -2.842 -8.791 -1.593 0.020 0.045 -0.061
H -2.125 -8.853 -3.217 0.014 0.086 0.088
H -1.495 -10.805 -0.939 0.113 -0.112 -0.100
H -0.435 -9.487 -1.470 -0.098 0.028 0.171
H -0.394 -10.508 -3.534 -0.048 -0.044 0.086
C -0.100 3.312 -2.722 0.061 0.178 0.046
C -0.988 3.086 -1.514 0.050 -0.397 -0.363
O -2.284 2.660 -1.928 -0.238 0.169 0.066
H -0.537 4.064 -3.384 -0.031 0.035 0.093
H 0.894 3.644 -2.421 0.017 -0.098 -0.084
H -0.001 2.393 -3.305 0.098 -0.045 0.126
H -1.103 4.011 -0.947 -0.191 -0.057 -0.016
H -0.563 2.326 -0.851 0.146 0.105 0.022
H -2.173 1.838 -2.419 0.032 0.017 0.165
C 4.805 2.420 -4.657 0.042 -0.102 -0.035
C 3.357 2.777 -4.376 0.297 0.286 0.098
O 3.212 3.272 -3.050 -0.048 -0.049 0.053
H 5.157 1.668 -3.949 -0.075 -0.020 -0.045
H 4.923 2.031 -5.671 0.045 0.030 0.016
H 5.449 3.296 -4.540 -0.032 0.017 -0.103
H 2.722 1.896 -4.473 -0.062 0.082 0.148
H 3.002 3.538 -5.079 -0.033 -0.131 -0.148
H 3.767 4.056 -2.969 -0.043 -0.099 0.023
C -3.344 -6.273 -5.356 0.100 0.070 0.036
C -3.078 -7.427 -6.303 -0.449 0.257 0.128
O -3.991 -8.491 -6.046 0.105 -0.294 -0.091
H -3.243 -6.598 -4.320 0.112 0.029 -0.050
H -2.648 -5.452 -5.537 -0.038 0.015 0.075
H -4.365 -5.901 -5.476 0.041 0.045 -0.100
H -2.067 -7.809 -6.165 -0.107 -0.152 0.003
H -3.189 -7.111 -7.346 0.172 0.071 -0.012
H -4.881 -8.148 -6.178 0.097 -0.029 0.059
C -2.826 -1.025 -0.184 -0.052 0.124 0.027
C -3.298 -1.944 -1.293 0.351 -0.296 0.477
O -2.488 -3.117 -1.332 -0.228 -0.088 -0.402
H -1.781 -0.750 -0.341 -0.053 -0.011 -0.139
H -3.430 -0.114 -0.145 0.016 0.014 0.039
H -2.882 -1.527 0.784 -0.078 0.018 -0.035
H -3.218 -1.448 -2.263 0.056 -0.156 -0.056
H -4.343 -2.236 -1.139 -0.077 0.147 -0.065
H -2.561 -3.560 -0.473 0.403 0.145 0.083
C 1.755 6.201 3.145 -0.108 -0.119 -0.050
C 0.924 5.372 4.107 0.285 0.304 0.146
O 1.770 4.728 5.058 -0.031 -0.269 0.084
H 2.477 5.569 2.624 -0.058 -0.005 0.002
H 1.121 6.695 2.406 0.060 0.065 0.016
H 2.327 6.962 3.682 -0.056 0.051 -0.059
H 0.374 4.600 3.568 0.107 -0.121 0.148
H 0.206 5.998 4.641 -0.118 -0.033 -0.177
H 2.246 5.415 5.536 -0.051 -0.076 -0.061
C 5.251 7.118 -0.124 0.040 -0.095 -0.009
C 3.806 7.489 0.152 0.298 0.252 0.080
O 3.661 7.984 1.479 -0.111 0.009 0.047
H 5.592 6.361 0.585 -0.081 -0.030 -0.055
H 5.369 6.730 -1.138 0.050 0.030 0.016
H 5.903 7.987 -0.003 -0.030 0.019 -0.112
H 3.162 6.615 0.051 -0.055 0.077 0.154
H 3.461 8.255 -0.551 -0.027 -0.124 -0.142
H 4.223 8.762 1.564 -0.051 -0.090 -0.006
C -0.532 10.056 5.517 0.063 0.043 0.069
C -0.270 8.919 4.547 -0.413 0.158 0.057
O -1.184 7.850 4.768 0.039 -0.023 0.020
H -0.440 9.707 6.547 0.070 -0.013 -0.050
H 0.170 10.876 5.358 -0.051 0.019 0.014
H -1.550 10.438 5.398 0.051 0.061 -0.076
H 0.738 8.527 4.682 -0.099 -0.136 -0.041
H -0.370 9.261 3.511 0.191 0.074 -0.002
H -2.074 8.197 4.638 0.076 -0.085 0.013
```
Positions in Å, forces in eV/Å.

The value obtained for the strongest force on any atom is 2.61 eV/Å. Its multiplicity is 1. For the LUMO energy, the calculation gives 1.712 eV. The net charge is -1.

---

Formula: C27H75N11O10
Source: the Open Molecules 2025 dataset
Level of theory: the ωB97M-V functional and the def2-TZVPD basis

```
123
Properties=species:S:1:pos:R:3:forces:R:3
C -2.926 -0.085 4.038 -2.097 0.479 0.885
O -2.266 -1.022 3.678 1.217 -0.991 -0.069
N -2.909 1.131 3.419 0.796 -0.059 -0.727
N -3.915 -0.235 5.042 0.432 -0.323 0.172
H -3.379 1.904 3.842 -0.041 0.279 -0.054
H -2.283 1.279 2.587 -0.753 -0.383 1.130
H -4.452 0.569 5.344 0.208 -0.379 -0.049
H -3.994 -1.103 5.622 0.498 1.438 -1.177
C 2.230 2.352 3.072 2.490 0.010 -0.663
O 3.365 1.999 3.484 -2.192 0.925 -0.262
N 1.915 3.648 2.655 1.239 0.172 0.432
N 1.222 1.532 2.739 -1.570 -0.137 -0.448
H 2.549 4.428 2.787 0.020 -0.643 0.248
H 0.966 3.904 2.487 -0.771 0.049 0.107
H 1.149 0.522 2.809 0.984 0.165 0.295
H 0.540 1.970 2.132 -0.243 -0.370 0.248
C -0.941 0.051 0.371 -0.843 0.135 1.284
O -1.317 1.180 0.733 0.233 0.092 -0.118
N -0.845 -0.373 -0.881 0.269 -0.551 -2.947
N -0.648 -0.954 1.206 0.788 -1.529 -0.024
H -1.056 0.262 -1.666 0.380 -0.613 0.651
H -0.539 -1.370 -1.016 -0.636 1.865 -0.162
H -0.502 -1.875 0.743 -0.150 0.689 0.959
H -0.917 -0.938 2.169 -0.326 0.114 0.504
C -2.581 5.282 0.140 1.499 -1.103 -0.844
C -1.235 4.828 0.722 0.232 -0.799 -0.405
C -0.183 5.929 0.795 1.114 -0.115 0.433
O -0.423 6.669 1.993 0.173 -0.494 -0.492
C 0.468 7.710 2.337 1.188 -1.571 -0.683
N -1.282 4.164 2.040 -1.517 -0.079 0.116
H -2.300 5.643 -0.850 -0.544 0.058 -0.243
H -2.970 6.081 0.681 -0.810 1.448 1.042
H -3.319 4.480 0.065 0.205 -0.006 -0.012
H -0.815 4.077 0.024 -0.212 0.217 0.241
H -0.139 6.584 -0.088 -0.421 0.003 0.056
H 0.827 5.407 0.786 -0.812 0.649 0.476
H 1.560 7.435 2.295 -0.871 -0.184 -0.126
H 0.257 7.908 3.354 -0.285 0.688 0.950
H 0.341 8.536 1.681 -0.215 1.056 -0.404
H -1.943 4.718 2.613 0.878 -0.084 -0.067
H -1.822 3.294 1.921 0.622 0.225 -0.234
C 4.566 -1.231 3.112 -1.967 0.853 0.351
C 3.612 -0.890 1.950 0.673 0.227 0.284
C 4.069 -1.712 0.735 0.515 0.217 0.000
O 3.103 -1.747 -0.277 -0.218 -0.017 -0.678
C 2.685 -0.484 -0.858 0.372 -1.266 0.850
N 2.236 -1.233 2.463 1.497 2.263 -1.951
H 4.403 -2.269 3.413 -0.337 0.051 0.215
H 4.273 -0.505 3.897 0.603 -0.630 -0.036
H 5.591 -1.206 2.888 1.433 0.617 -0.467
H 3.692 0.218 1.656 -0.339 -1.462 0.858
H 4.295 -2.742 1.043 -0.533 -0.059 -0.080
H 5.052 -1.384 0.309 -0.576 0.389 0.448
H 3.412 -0.076 -1.580 -0.313 -0.279 0.546
H 2.399 0.196 -0.047 0.202 0.236 -0.430
H 1.797 -0.815 -1.354 -0.541 0.497 -0.689
H 2.318 -1.994 3.061 -0.019 -1.725 1.081
H 1.669 -1.446 1.665 -0.566 -0.354 -0.205
C 2.195 -4.990 -0.030 -0.564 -0.042 1.294
C 0.890 -4.739 -0.708 -1.910 -0.208 -1.534
C -0.219 -5.641 -0.110 1.312 -0.154 0.906
O -1.469 -5.326 -0.601 -0.434 0.413 -0.594
C -2.500 -6.160 -0.130 1.326 -1.175 2.301
N 0.474 -3.282 -0.709 -0.228 -1.457 -0.060
H 2.253 -6.056 0.234 0.236 0.321 -0.052
H 2.173 -4.391 0.891 0.296 -0.257 0.083
H 3.044 -4.687 -0.602 0.533 0.165 -0.461
H 0.939 -5.180 -1.741 0.150 0.996 0.366
H -0.181 -5.608 1.007 -0.255 0.232 -0.426
H 0.032 -6.683 -0.373 0.099 0.065 0.001
H -2.633 -7.087 -0.712 -0.085 0.492 -0.176
H -3.355 -5.539 0.001 -0.890 0.090 -0.296
H -2.214 -6.520 0.936 -0.490 0.483 -1.405
H 0.078 -3.062 -1.623 0.086 -0.429 -0.009
H 1.290 -2.718 -0.597 0.920 0.264 0.081
C -3.579 -2.770 1.864 -0.460 1.139 -0.009
O -3.758 -3.403 0.622 -0.172 -0.097 0.044
C -4.715 -2.795 -0.216 0.417 0.539 0.499
C -4.091 -2.367 -1.512 -0.341 -0.068 2.251
N -3.525 -3.487 -2.115 1.319 -2.165 -0.207
C -3.153 -3.228 -3.447 -0.414 0.151 -2.947
C -1.787 -2.546 -3.647 -0.371 -0.597 0.049
O -0.696 -3.440 -3.450 1.356 0.881 0.872
C -0.456 -4.534 -4.284 -3.116 -1.074 -0.459
H -3.352 -1.676 1.751 -0.060 -1.074 0.061
H -2.805 -3.290 2.365 1.261 -0.184 0.269
H -4.406 -2.875 2.580 -0.494 0.076 -0.490
H -5.210 -1.993 0.288 -0.025 1.090 0.467
H -5.508 -3.452 -0.396 -1.113 -1.616 -0.493
H -3.412 -1.570 -1.251 0.484 0.807 -0.303
H -4.870 -2.075 -2.165 -0.858 0.997 -0.569
H -2.784 -3.996 -1.594 -0.666 0.780 -0.272
H -3.921 -2.564 -3.947 0.651 -0.368 0.709
H -3.269 -4.134 -4.079 0.521 0.187 0.342
H -1.751 -1.828 -2.804 0.427 -0.109 -0.655
H -1.674 -2.025 -4.619 -0.198 -0.194 0.340
H 0.489 -5.035 -4.153 0.320 0.237 0.768
H -0.523 -4.321 -5.349 0.004 0.546 -0.304
H -1.328 -5.247 -4.093 1.345 0.210 -0.320
C 5.203 2.722 0.389 0.692 0.198 0.043
O 4.980 3.280 -0.925 0.268 0.089 1.898
C 3.974 2.637 -1.657 0.199 -0.070 0.602
C 2.564 2.892 -1.179 -0.911 -1.908 -1.009
N 1.549 2.168 -2.057 2.151 0.153 1.481
C 1.415 2.694 -3.381 -1.908 0.929 0.607
C 0.254 1.926 -4.051 0.224 1.495 0.716
O -0.909 1.999 -3.264 -1.441 0.215 0.422
C -1.836 3.096 -3.454 0.666 -0.166 -0.603
H 4.548 3.078 1.214 -0.080 -0.149 -0.801
H 6.232 3.013 0.698 -0.616 -0.217 -0.378
H 5.159 1.618 0.338 -0.047 0.346 0.072
H 4.172 1.566 -1.661 -0.012 -0.030 -0.250
H 4.150 3.065 -2.607 -0.250 0.069 -1.476
H 2.357 3.925 -1.129 -0.183 1.602 -0.115
H 2.450 2.512 -0.177 -0.108 -0.252 0.437
H 0.669 2.211 -1.577 -0.493 -0.056 0.078
H 2.264 2.521 -3.984 1.255 -0.072 -0.511
H 1.230 3.823 -3.301 0.020 -1.104 -0.689
H 0.490 0.878 -4.165 0.225 -0.291 0.056
H 0.049 2.367 -5.002 -0.066 0.195 -1.005
H -1.597 3.974 -2.824 0.103 -0.384 -0.274
H -2.822 2.734 -3.183 -0.035 -0.139 0.242
H -1.917 3.413 -4.524 0.388 -0.244 0.679
```
Positions in Å, forces in eV/Å.

The value obtained for the strongest force on any atom is 3.34 eV/Å. Its multiplicity is 1. For the LUMO energy, the calculation gives 0.579 eV. Its SMILES is COC[C@H](C)N.COC[C@H](C)N.COC[C@H](C)N.COCCNCCOC.COCCNCCOC.NC(N)=O.NC(N)=O.NC(N)=O.